83
Properties=species:S:1:pos:R:3:forces:R:3 method="wB97M-V/def2-TZVPD" homo_ev=-5.84 lumo_ev=-3.4 gap_ev=2.440
C 4.120521 0.346241 5.178874 0.1 -0.1 -0.6
C 4.274251 1.845201 4.548239 0.8 -1.1 -0.1
C 3.356211 2.110140 3.265209 1.3 0.5 -0.1
O 2.012224 2.536986 3.578606 -0.6 -1.2 -0.2
C 1.082078 1.460429 3.390207 2.0 -1.1 -0.9
N -0.361368 1.870525 3.525518 -1.5 -0.4 2.8
P -1.260198 0.315129 3.343064 -0.5 -2.3 -2.2
N -2.987854 0.554447 3.588918 1.4 -1.0 1.5
O -0.759174 -0.803124 4.600597 -0.9 2.5 0.4
S -0.667181 2.641888 5.043901 3.6 6.3 3.6
O -0.104078 1.917889 6.258369 -2.2 1.6 -3.9
O -0.073382 4.032772 5.069913 -2.7 -4.6 -1.1
F -2.320645 2.880956 5.355328 2.7 -1.3 -1.2
H 5.052919 -0.301566 4.961613 -1.4 1.2 0.6
H 3.241432 -0.226900 4.712883 1.2 0.9 0.9
H 3.937906 0.366962 6.334708 0.8 -2.3 -3.6
H 4.171955 2.631221 5.387673 0.0 -0.6 -1.7
H 5.369887 1.915342 4.185696 -1.8 0.1 0.6
H 3.380736 1.168927 2.618917 -0.2 1.2 0.8
H 3.846188 2.955658 2.648528 -0.9 -1.3 1.0
H 1.184379 1.047349 2.301563 -0.5 0.8 1.6
H 1.372004 0.599226 4.093470 -0.7 1.2 -0.7
H -3.208905 0.009208 4.450869 -0.2 0.9 -0.6
H -3.518359 0.065352 2.847565 0.8 0.5 0.2
H -0.970316 -0.430984 5.490724 -0.3 -0.8 -1.5
O 1.407055 1.398851 -0.015504 -0.3 -0.3 0.4
H 0.883213 2.184460 -0.213156 0.2 -0.1 -0.1
H 1.825198 1.180231 -0.860976 0.2 0.3 0.0
Ca 3.642026 1.725767 7.463183 -0.9 1.9 2.1
C 1.540091 4.869546 -2.097252 -0.2 -0.1 1.7
C 2.299550 3.573459 -2.208219 1.4 -2.4 -0.5
N 2.897820 2.547225 -2.295921 -2.2 3.5 0.9
H 0.597408 4.694234 -1.567395 0.1 -0.1 0.2
H 2.135290 5.593657 -1.532913 0.0 -0.2 0.1
H 1.301887 5.312492 -3.135882 0.2 -0.6 1.8
C 0.252062 0.418044 -5.308373 0.7 0.1 0.2
O -1.150026 0.652428 -5.331527 -0.7 -1.1 -3.1
P -1.649598 2.000213 -6.277787 1.0 3.0 7.1
O -0.915620 2.964846 -5.355941 0.5 -0.6 -1.5
O -3.202924 1.841027 -5.770701 0.2 -1.0 -1.3
C -3.551484 1.069310 -4.633534 0.2 1.8 1.4
O -2.152096 3.319994 -7.271479 -0.1 -3.9 -2.2
C -1.163152 3.744034 -8.207666 0.7 0.9 -0.4
H 0.435303 -0.528654 -4.796196 -0.3 0.0 -0.2
H 0.645433 0.358103 -6.325403 0.1 -0.1 0.2
H 0.766809 1.210426 -4.758982 -0.1 0.1 -0.2
H -2.915765 1.309858 -3.777763 0.1 0.1 -0.1
H -3.487893 -0.023652 -4.884638 0.0 0.0 -0.3
H -4.584456 1.291706 -4.364621 0.1 0.0 -0.4
H -0.885077 2.909674 -8.854306 -0.1 0.1 0.0
H -0.279530 4.118811 -7.685900 -0.1 -0.1 0.1
H -1.581783 4.543842 -8.819618 -0.1 -0.1 0.1
C -0.261316 -5.738990 -2.071454 0.2 0.0 0.0
C -0.787951 -4.715634 -1.075353 -0.2 -0.1 0.0
C -2.171373 -4.173405 -1.441401 0.0 0.1 0.1
C -2.243986 -3.411477 -2.768427 0.0 -0.1 -0.1
C -1.303408 -2.211102 -2.884773 -0.2 0.0 -0.1
C -1.593635 -1.118975 -1.863652 0.2 0.1 0.0
H -0.129911 -5.305978 -3.065562 0.0 0.0 0.0
H 0.711926 -6.116206 -1.744588 -0.1 0.0 -0.1
H -0.942626 -6.590705 -2.152328 0.0 0.1 -0.1
H -0.070060 -3.895697 -0.975747 0.0 0.0 0.0
H -0.851333 -5.188922 -0.088823 0.0 0.1 0.0
H -2.520603 -3.525480 -0.629461 0.0 0.0 0.0
H -2.880016 -5.008764 -1.483466 0.0 0.0 0.0
H -3.274867 -3.069335 -2.913783 0.1 0.0 -0.1
H -2.038407 -4.099648 -3.594816 -0.1 0.0 0.0
H -1.408982 -1.784955 -3.888453 0.0 -0.1 0.1
H -0.259800 -2.529985 -2.795670 0.0 0.0 0.0
H -2.618913 -0.752117 -1.967603 0.0 -0.1 0.0
H -0.915941 -0.273303 -2.012786 -0.1 0.0 0.1
H -1.456212 -1.475876 -0.839303 0.0 0.0 0.0
Cl 1.908528 4.545954 -4.540372 0.7 -0.3 -4.4
Br -3.353402 4.192893 -5.674471 -1.7 2.2 1.3
Na -0.179644 0.208518 7.104944 0.9 -1.6 2.1
C 1.372518 -5.080775 6.811386 -0.1 -0.3 -0.1
N 1.487769 -4.104601 7.926805 -0.1 -0.1 0.4
O 1.168553 -4.484519 9.038881 0.2 0.4 -0.6
O 1.896738 -2.986950 7.643517 -0.3 -0.3 0.2
H 0.999802 -6.023517 7.207423 0.1 0.2 0.0
H 0.676945 -4.666415 6.082418 0.2 0.0 0.0
H 2.365781 -5.208176 6.382416 -0.1 0.1 0.0
Cl -4.607140 -1.195032 -5.618017 -0.5 -1.3 -0.5